(1)
The following is a quantum chemistry calculation of an isolated molecule of C4H7NO2, from OMol25.

The HOMO-LUMO gap is 11.12 eV. The value obtained for the relative energy (zero: lowest compared OMol25 entry of this formula, charge and spin) is 26.7 kcal per mole. Its lowest unoccupied orbital energy is 0.89 eV. As for the highest occupied orbital energy: -10.2 eV. The SMILES is [H]/N=C1/CO[C@H](C)O1. Its net charge is 0.

The geometry in XYZ format:
```
14
Properties=species:S:1:pos:R:3:forces:R:3:lowdin_charge:R:1
H -1.5617 0.4959 -2.6390 0.03 0.04 -0.02 0.06
N -0.8009 1.0907 -2.3124 -0.01 -0.21 0.38 0.16
C -0.4696 0.7820 -1.1368 0.04 0.17 -0.29 -0.43
C 0.6264 1.4346 -0.3351 0.04 0.15 -0.18 -0.10
O 0.5723 0.8110 0.9295 0.03 0.05 0.09 -0.06
C -0.3323 -0.2678 0.8819 -0.01 -0.27 0.22 -0.39
C 0.3774 -1.5981 1.0062 -0.01 -0.03 0.00 0.00
O -1.0199 -0.1926 -0.3678 -0.01 0.09 -0.05 0.05
H 1.5981 1.2760 -0.8175 -0.12 0.04 0.05 0.14
H 0.4450 2.5089 -0.2315 0.05 -0.14 -0.05 0.14
H -1.0715 -0.1322 1.6824 0.07 -0.03 -0.16 0.16
H -0.3533 -2.4109 0.9822 0.09 0.07 0.01 0.09
H 0.9217 -1.6321 1.9546 -0.09 0.00 -0.14 0.09
H 1.0853 -1.7313 0.1807 -0.11 0.06 0.13 0.09
```
Forces are in eV/Å.

(2)
The following is a quantum chemistry calculation of a cluster of 2 separate species, C4H7NO2 in total, from OMol25.

The HOMO-LUMO gap is 10.52 eV. The value obtained for the relative energy (zero: lowest compared OMol25 entry of this formula, charge and spin) is 69.1 kcal per mole. Its lowest unoccupied orbital energy is 0.89 eV. As for the highest occupied orbital energy: -9.6 eV. The SMILES is O=C1CN1.CC=O. Its net charge is 0.

The geometry in XYZ format:
```
14
Properties=species:S:1:pos:R:3:forces:R:3:lowdin_charge:R:1
O 0.4938 1.0964 0.8043 0.30 -0.08 -0.33 0.08
C 1.2813 0.4583 0.1494 -0.16 0.25 0.24 -0.52
C 1.6854 -0.8377 -0.3731 0.34 -0.08 -0.05 -0.01
N 2.5393 0.4517 -0.2971 -0.08 0.18 0.06 0.14
H 1.5132 -1.1514 -1.3974 0.03 0.17 0.19 0.10
H 1.7517 -1.6585 0.3468 0.34 0.35 -0.08 0.12
H 3.3028 0.7796 0.2873 0.10 -0.54 -0.04 0.13
C -2.1658 0.6335 -0.0920 -0.04 0.03 -0.04 -0.06
C -1.3117 -0.5326 0.3133 -0.20 -0.25 -0.23 -0.35
O -0.8075 -1.2861 -0.4929 -0.49 0.10 0.35 0.00
H -2.1928 1.4031 0.6814 -0.01 -0.13 -0.08 0.08
H -3.1795 0.2575 -0.2692 0.04 0.08 0.03 0.08
H -1.7832 1.0527 -1.0263 -0.10 -0.07 0.12 0.09
H -1.1968 -0.7151 1.3994 -0.09 -0.03 -0.13 0.13
```
Forces are in eV/Å.

(3)
The following is a quantum chemistry calculation of an isolated molecule of C4H7NO2, from OMol25.

The HOMO-LUMO gap is 10.62 eV. The value obtained for the relative energy (zero: lowest compared OMol25 entry of this formula, charge and spin) is 82.8 kcal per mole. Its lowest unoccupied orbital energy is 0.98 eV. As for the highest occupied orbital energy: -9.6 eV. The SMILES is C/C(=N\O)[C@H]1CO1. Its net charge is 0.

The geometry in XYZ format:
```
14
Properties=species:S:1:pos:R:3:forces:R:3:lowdin_charge:R:1
C -1.1562 -1.1212 0.0030 -0.02 -0.02 0.03 -0.01
C -0.4222 0.1872 -0.0419 -0.06 0.23 0.07 -0.30
N -0.8056 1.2737 0.5037 0.34 -0.44 -0.31 0.04
O -2.0128 1.1070 1.1681 -0.23 0.20 0.19 -0.06
C 0.8621 0.2792 -0.8109 -0.05 0.18 -0.08 -0.25
C 2.1554 0.1420 -0.1400 0.21 0.16 0.18 -0.10
O 1.6106 -0.9218 -0.9069 0.01 -0.20 -0.06 -0.04
H -2.1748 -1.0022 -0.3820 0.16 0.01 0.07 0.09
H -0.6152 -1.8643 -0.5849 -0.13 0.08 0.10 0.08
H -1.2430 -1.4784 1.0354 0.01 0.08 -0.15 0.09
H -2.1707 1.9874 1.5313 -0.04 -0.18 -0.04 0.09
H 0.8198 0.8526 -1.7369 -0.01 -0.04 0.13 0.15
H 3.0411 0.6149 -0.5613 -0.15 -0.05 0.04 0.11
H 2.1725 -0.0166 0.9376 -0.03 0.00 -0.16 0.12
```
Forces are in eV/Å.

(4)
The following is a quantum chemistry calculation of the ion C4H7NO2S with charge -2 at a distorted geometry, from OMol25.

The HOMO-LUMO gap is 5.98 eV. The value obtained for the relative energy (zero: lowest compared OMol25 entry of this formula, charge and spin) is 4.7 kcal per mole. Its lowest unoccupied orbital energy is 5.94 eV. As for the highest occupied orbital energy: 0.0 eV. The SMILES is O=C([O-])NCCC[S-]. Its net charge is -2.

The geometry in XYZ format:
```
15
Properties=species:S:1:pos:R:3:forces:R:3:lowdin_charge:R:1
O 2.9676 -1.1359 -0.8286 0.20 -0.28 -0.30 -0.11
C 2.5344 -1.1688 0.3432 -0.34 0.84 0.33 -0.83
O 3.1744 -1.3003 1.4231 -0.08 -0.30 -0.14 -0.15
N 1.1318 -0.9475 0.4919 -0.21 -0.60 0.13 0.00
C 0.2955 -0.3850 -0.5655 0.50 0.48 0.80 -0.24
C -1.1472 -0.1458 -0.0812 0.07 -0.60 -0.84 -0.31
C -1.8897 0.9569 -0.8389 -0.84 0.09 0.56 -0.77
S -3.2706 1.7404 0.1415 0.36 0.07 -0.02 -0.06
H 0.8461 -0.7832 1.4483 0.08 0.10 -0.30 0.10
H 0.4052 -1.0143 -1.4515 -0.28 0.06 -0.02 0.10
H 0.6933 0.6053 -0.8227 0.08 0.02 -0.30 0.10
H -1.7304 -1.0751 -0.1711 0.08 0.14 0.21 0.09
H -1.1375 0.1182 0.9634 0.11 0.16 0.50 0.06
H -2.4614 0.5348 -1.6530 0.39 -0.19 -0.66 0.00
H -1.1833 1.7030 -1.2152 -0.12 0.01 0.05 0.03
```
Forces are in eV/Å.

(5)
The following is a quantum chemistry calculation of a cluster of 2 separate species, C4H7NO2S in total at a distorted geometry, from OMol25.

The HOMO-LUMO gap (spin up / spin down) is 3.70 / 3.80 eV. The value obtained for the relative energy (zero: lowest compared OMol25 entry of this formula, charge and spin) is 0.0 kcal per mole. Its lowest unoccupied orbital energy (spin up / spin down) is 8.24 / 8.21 eV. As for the highest occupied orbital energy (spin up / spin down): 4.5 / 4.4 eV. As for the spin multiplicity: 2. Its net charge is -3.

The geometry in XYZ format:
```
15
Properties=species:S:1:pos:R:3:forces:R:3:lowdin_charge:R:1
O -1.9204 0.7551 -1.9565 0.28 -0.63 0.39 -0.29
C -1.9413 0.5273 -0.6894 -1.88 0.89 0.43 -0.71
N -0.9284 0.6564 0.2313 -0.95 -1.86 -0.30 -0.01
C 0.2437 -0.1021 -0.0885 -0.10 -0.85 -1.49 -0.54
C 1.2949 0.9627 -0.1912 1.71 -0.20 0.93 -0.73
S 2.9466 0.3093 -0.7250 0.45 0.63 -0.31 -0.13
C 0.6442 -1.1684 1.0361 -1.04 0.40 0.52 -0.54
O 0.0300 -2.3658 1.1309 -0.41 -0.05 -0.10 -0.45
H -2.9418 0.8354 -0.1813 0.72 -0.14 -0.43 0.03
H -2.1825 -1.1198 -0.2540 0.10 0.86 -0.17 0.10
H 0.1964 -0.6619 -1.1302 -0.14 0.93 1.89 0.15
H 1.4064 1.4389 0.8076 0.00 -0.28 -0.30 0.03
H 0.9249 1.7398 -0.8261 -0.01 0.42 -0.72 0.02
H 1.6925 -1.2856 0.8607 1.18 0.06 -0.12 0.00
H 0.5347 -0.5213 1.9755 0.09 -0.19 -0.21 0.07
```
Forces are in eV/Å.

(6)
The following is a quantum chemistry calculation of an isolated molecule of C4H7NO2S at a distorted geometry, from OMol25.

The HOMO-LUMO gap is 9.97 eV. The value obtained for the relative energy (zero: lowest compared OMol25 entry of this formula, charge and spin) is 20.5 kcal per mole. Its lowest unoccupied orbital energy is 0.42 eV. As for the highest occupied orbital energy: -9.6 eV. The SMILES is CC(=O)NC(=O)CS. Its net charge is 0.

The geometry in XYZ format:
```
15
Properties=species:S:1:pos:R:3:forces:R:3:lowdin_charge:R:1
C -1.5315 1.1090 0.0667 2.79 -0.94 -0.02 0.00
C -1.7457 -0.4157 -0.0137 -2.52 0.34 -0.63 -0.46
O -2.9108 -0.8508 -0.0162 2.35 0.61 0.18 0.04
N -0.7090 -1.3302 -0.1496 -0.07 0.10 0.29 0.15
C 0.6906 -1.1867 -0.0279 -0.04 -0.84 0.89 -0.49
O 1.3640 -2.1876 0.1411 -0.64 0.84 -0.49 0.03
C 1.3430 0.2010 0.0194 1.30 -0.51 -1.54 -0.41
S 3.2316 -0.1587 -0.0196 -1.59 1.30 0.16 0.70
H -2.4892 1.5766 0.0148 -0.42 0.31 -0.08 0.07
H -0.7849 1.4658 -0.7337 -1.50 -0.44 1.06 0.10
H -1.0098 1.3146 1.0428 -0.75 0.05 -0.80 0.09
H -1.1136 -2.2829 -0.0982 0.88 0.65 -0.12 0.17
H 1.1611 0.7973 -0.9128 -0.08 -0.63 0.94 0.08
H 1.0320 0.7699 0.8914 0.20 -0.11 0.05 0.07
H 3.4721 1.1785 -0.2045 0.09 -0.72 0.11 -0.14
```
Forces are in eV/Å.